{
  "formula": "C30H58NO8PS2",
  "method": "ωB97M-V/def2-TZVPD",
  "symbols": ["O", "P", "O", "S", "C", "C", "C", "C", "C", "C", "S", "C", "C", "C", "C", "C", "C", "N", "H", "H", "H", "H", "H", "H", "H", "H", "H", "H", "C", "C", "C", "O", "H", "H", "H", "H", "H", "H", "H", "H", "C", "C", "C", "O", "H", "H", "H", "H", "H", "H", "H", "H", "C", "C", "C", "O", "H", "H", "H", "H", "H", "H", "H", "H", "C", "C", "C", "O", "H", "H", "H", "H", "H", "H", "H", "H", "C", "C", "C", "O", "H", "H", "H", "H", "H", "H", "H", "H", "C", "C", "C", "O", "H", "H", "H", "H", "H", "H", "H", "H"],
  "coordinates": [[3.15954, -2.82085, 0.45430], [3.29236, -1.29265, 0.00568], [4.30642, -0.67724, 1.09062], [3.93811, -1.02021, -1.78059], [1.67895, -0.56345, 0.34041], [1.20879, -0.37442, 1.64303], [-0.03286, 0.18627, 1.87370], [-0.85362, 0.55568, 0.81451], [-0.39474, 0.34737, -0.48709], [0.85624, -0.19859, -0.72269], [-1.49187, 0.79121, -1.80645], [-3.01318, 0.24342, -1.06208], [-4.00439, -0.38121, -1.80234], [-5.16012, -0.79112, -1.15477], [-5.30526, -0.60081, 0.21100], [-4.31460, 0.03527, 0.94870], [-3.16243, 0.46110, 0.30418], [-2.13297, 1.12639, 1.06896], [2.24189, -3.12055, 0.35622], [3.92665, -0.80963, 1.97085], [1.83519, -0.68297, 2.46925], [-0.41020, 0.34055, 2.87301], [1.22315, -0.36396, -1.72628], [-3.88648, -0.54578, -2.86208], [-5.96228, -1.27680, -1.68617], [-6.18151, -0.93338, 0.74488], [-4.40823, 0.21925, 2.00670], [-2.13638, 2.09492, 0.75174], [-5.46252, 4.77318, -3.27970], [-5.82286, 3.60846, -2.36989], [-4.98619, 3.61452, -1.09790], [-5.64598, 2.37195, -3.05631], [-4.41433, 4.70878, -3.58457], [-6.06770, 4.75089, -4.18636], [-5.61820, 5.73052, -2.78007], [-6.88122, 3.66152, -2.11135], [-3.92364, 3.51379, -1.34132], [-5.25589, 2.77066, -0.46003], [-5.12593, 4.53855, -0.53426], [-4.71452, 2.30087, -3.29116], [-1.41048, -3.56865, 2.46956], [-0.88802, -4.24316, 1.21171], [-1.17343, -5.73552, 1.21670], [0.52069, -4.01781, 1.09128], [-0.92361, -3.98666, 3.35513], [-1.19164, -2.49941, 2.44824], [-2.48834, -3.70160, 2.56929], [-1.34434, -3.78458, 0.33382], [-0.68147, -6.21452, 2.06743], [-0.78709, -6.20265, 0.31031], [-2.24442, -5.93049, 1.28040], [0.95300, -4.41589, 1.85510], [6.56930, 0.97506, -4.26821], [7.04858, 2.27037, -3.63499], [8.03106, 2.00904, -2.50341], [5.93006, 3.01473, -3.14643], [6.05024, 0.36560, -3.52524], [5.86169, 1.17912, -5.07297], [7.40083, 0.39659, -4.67391], [7.52371, 2.89739, -4.39192], [7.55337, 1.41979, -1.71536], [8.36055, 2.94942, -2.05793], [8.90767, 1.46481, -2.85853], [5.49209, 2.47869, -2.47508], [8.49019, 7.91810, -2.35904], [8.25657, 6.43316, -2.59627], [6.77509, 6.10150, -2.68930], [8.86525, 5.67022, -1.55143], [8.03575, 8.22860, -1.41400], [9.55751, 8.13437, -2.29389], [8.06116, 8.51921, -3.16204], [8.75559, 6.13041, -3.51815], [6.26829, 6.35883, -1.75356], [6.62883, 5.03171, -2.85593], [6.29748, 6.65169, -3.50254], [8.43877, 5.91820, -0.72477], [-9.97889, -3.49935, 1.84223], [-9.21318, -2.51210, 0.97470], [-10.13837, -1.78236, 0.01268], [-8.18649, -3.18929, 0.24933], [-10.45843, -4.26067, 1.22102], [-9.30174, -4.01427, 2.52418], [-10.74948, -2.99750, 2.42901], [-8.70381, -1.78674, 1.61108], [-10.62254, -2.49247, -0.66322], [-9.57426, -1.08008, -0.60202], [-10.91356, -1.23213, 0.54776], [-8.60885, -3.83845, -0.32268], [2.60758, -3.33250, 5.82341], [2.78864, -4.71951, 5.22671], [4.25579, -5.03534, 4.98380], [2.05680, -4.82378, 4.00266], [2.99160, -2.57015, 5.13906], [1.55042, -3.12084, 5.98766], [3.13356, -3.23839, 6.77398], [2.36015, -5.46433, 5.89767], [4.68812, -4.32359, 4.27498], [4.36665, -6.03062, 4.55337], [4.82852, -4.99052, 5.91082], [2.42404, -4.17227, 3.39352]],
  "forces_ev_per_angstrom": [[-0.12, 0.15, 0.44], [0.52, 0.34, -1.00], [-0.51, -0.29, 0.16], [-0.06, 0.03, 0.15], [-0.51, 0.24, 0.16], [0.32, -0.12, -0.27], [-0.22, -0.01, 0.05], [0.74, -0.15, -0.01], [-0.45, 0.05, 0.05], [0.30, -0.15, -0.04], [0.00, -0.08, -0.19], [0.51, 0.11, 0.07], [-0.19, 0.01, 0.17], [-0.12, -0.05, 0.23], [0.12, 0.25, 0.40], [0.23, -0.04, -0.50], [-0.26, -0.10, 0.30], [-0.39, 0.05, -0.32], [-0.31, -0.36, 0.04], [0.32, 0.11, 0.15], [-0.12, 0.05, 0.25], [0.04, 0.00, 0.14], [-0.09, 0.07, -0.12], [0.09, -0.01, -0.11], [0.00, -0.06, -0.22], [-0.23, -0.15, -0.20], [-0.05, -0.05, 0.14], [0.19, 0.10, 0.15], [-0.13, 0.00, -0.10], [0.50, 0.11, 0.02], [-0.10, -0.10, 0.13], [-0.26, -0.05, -0.05], [0.03, 0.01, 0.09], [-0.03, 0.00, 0.03], [0.02, 0.00, 0.00], [-0.03, -0.11, -0.04], [0.00, 0.07, -0.05], [-0.03, 0.01, -0.01], [0.02, 0.01, -0.01], [0.02, -0.02, 0.01], [0.05, 0.19, 0.01], [-0.14, -0.18, 0.39], [0.09, -0.07, -0.15], [0.39, 0.26, -0.28], [-0.02, -0.09, -0.02], [-0.04, -0.01, -0.05], [0.00, -0.01, 0.00], [0.14, 0.06, -0.06], [-0.05, 0.05, 0.06], [-0.04, 0.03, -0.02], [0.00, 0.01, 0.02], [-0.17, -0.19, 0.11], [-0.09, 0.03, -0.17], [-0.05, -0.39, 0.31], [0.08, 0.19, 0.06], [-0.01, 0.02, -0.16], [0.07, -0.05, 0.05], [0.04, 0.03, -0.02], [0.01, 0.00, 0.03], [-0.10, 0.12, 0.02], [-0.01, -0.09, -0.07], [0.02, 0.01, -0.06], [-0.01, -0.02, 0.01], [-0.01, -0.05, -0.02], [0.20, 0.01, -0.04], [-0.36, 0.25, 0.30], [0.08, -0.22, -0.10], [0.18, -0.09, -0.18], [-0.09, -0.01, -0.03], [-0.01, -0.01, -0.04], [-0.02, 0.00, 0.02], [0.09, -0.09, 0.06], [0.02, 0.10, -0.02], [-0.01, 0.22, 0.01], [-0.01, 0.02, 0.03], [-0.03, -0.01, 0.01], [0.12, -0.03, 0.13], [-0.37, -0.27, -0.23], [0.10, 0.14, -0.05], [0.20, 0.18, 0.13], [-0.06, 0.06, -0.04], [0.01, 0.04, 0.01], [-0.01, -0.01, -0.02], [0.12, -0.03, -0.03], [-0.05, -0.04, 0.07], [0.01, 0.02, 0.04], [-0.01, -0.02, -0.01], [-0.01, -0.01, -0.01], [-0.19, -0.01, 0.04], [0.32, 0.33, -0.09], [-0.01, -0.16, -0.04], [-0.23, -0.08, -0.12], [0.10, -0.03, 0.01], [0.00, -0.03, 0.03], [0.02, 0.02, -0.01], [-0.10, -0.04, -0.09], [-0.01, 0.07, 0.05], [-0.02, -0.01, 0.04], [0.00, 0.02, -0.01], [0.16, 0.02, 0.07]],
  "mulliken_charge": [-0.505, 1.161, -0.500, -0.504, 0.706, -0.101, -1.120, -0.019, 0.197, -0.665, -0.297, 0.897, -0.863, -0.547, -0.357, -0.648, -0.218, -0.334, 0.417, 0.307, 0.022, 0.409, 0.347, 0.551, 0.489, 0.437, 0.405, 0.380, -1.307, 0.296, -0.970, -0.506, 0.318, 0.329, 0.373, 0.295, 0.216, 0.170, 0.471, 0.342, -1.030, 0.429, -1.404, -0.381, 0.305, 0.083, 0.404, 0.269, 0.315, 0.337, 0.412, 0.214, -1.151, 0.447, -1.055, -0.569, 0.113, 0.340, 0.373, 0.293, 0.277, 0.212, 0.368, 0.311, -1.404, 0.447, -0.914, -0.546, 0.357, 0.334, 0.363, 0.271, 0.323, 0.115, 0.344, 0.347, -1.369, 0.500, -1.231, -0.530, 0.349, 0.338, 0.370, 0.275, 0.322, 0.297, 0.369, 0.331, -1.205, 0.367, -1.216, -0.447, 0.221, 0.311, 0.406, 0.273, 0.301, 0.318, 0.398, 0.232],
  "homo_ev": -8.6,
  "orbital_gap_ev": 8.87,
  "charge": 0,
  "smiles": "OP(O)(=S)c1ccc2c(c1)Sc1ccccc1N2.CC(C)O.CC(C)O.CC(C)O.CC(C)O.CC(C)O.CC(C)O"
}